This record from the Open Molecules 2025 dataset describes a 2-piece molecular cluster, C2H3Cl2NOS overall at a distorted geometry. The level of theory is ωB97M-V/def2-TZVPD.

Each line ends with the Löwdin charge.
Cartesian coordinates (Å):
1 C -1.758 0.338 0.162  0.006
2 N -1.329 -0.902 0.445  -0.542
3 S 0.065 -1.664 -0.126  0.492
4 H -1.160 0.909 -0.476  0.037
5 H -2.676 0.733 0.570  0.078
6 H -1.794 -1.527 1.204  0.128
7 O 1.089 1.203 -0.998  -0.073
8 C 1.974 0.564 -0.513  -1.400
9 Cl 3.161 -0.241 -1.448  0.669
10 Cl 2.428 0.585 1.180  0.606

## Properties
SMILES: C=[NH+][S-].O=C(Cl)Cl
F_max in hartree/bohr: 0.0751
Relative energy (zero: lowest compared OMol25 entry of this formula, charge and spin) in kJ/mol: 209.8
Total energy in a.u.: -1526.51101
Lowest unoccupied orbital energy (spin up / spin down) in eV: -0.25 / -0.25


This record from the Open Molecules 2025 dataset describes a 2-piece molecular cluster, C2H3Cl2NSi overall at a distorted geometry. The level of theory is ωB97M-V/def2-TZVPD.

Each line ends with the Löwdin charge.
Cartesian coordinates (Å):
1 C 0.210 -1.015 1.315  -0.373
2 C -0.398 -0.613 0.133  -0.309
3 N 0.717 -1.375 2.303  0.168
4 Si -0.144 1.044 -0.584  -0.288
5 Cl 1.838 1.353 -0.815  0.310
6 Cl -0.817 2.471 0.698  0.315
7 H -1.244 -1.146 -0.091  0.009
8 H 0.513 -1.899 -1.146  0.247
9 H -0.674 1.180 -1.815  -0.077

## Properties
F_max in hartree/bohr: 0.0601
Relative energy (zero: lowest compared OMol25 entry of this formula, charge and spin) in kJ/mol: 371.9
Total energy in a.u.: -1342.60122
Lowest unoccupied orbital energy (spin up / spin down) in eV: -2.06 / -1.53


This record from the Open Molecules 2025 dataset describes one molecule with the formula C2H3ClF2S at a distorted geometry. The level of theory is ωB97M-V/def2-TZVPD.

Each line ends with the Löwdin charge.
Cartesian coordinates (Å):
1 F -1.822 -0.764 -0.686  0.014
2 C -0.681 -0.361 -0.030  -0.904
3 F -0.906 -0.704 1.352  -0.031
4 Cl -0.655 1.347 -0.089  0.802
5 C 0.634 -0.959 -0.621  -0.486
6 S 2.072 -0.020 0.078  0.576
7 H 0.636 -2.072 -0.455  0.111
8 H 0.980 -0.670 -1.575  0.018
9 H 1.202 1.288 0.219  -0.100

## Properties
SMILES: FC(F)(Cl)CS
F_max in hartree/bohr: 0.0746
Relative energy (zero: lowest compared OMol25 entry of this formula, charge and spin) in kJ/mol: 148.9
Total energy in a.u.: -1136.05711
Lowest unoccupied orbital energy in eV: 0.59


This record from the Open Molecules 2025 dataset describes one molecule with the formula C2H3ClFN at a distorted geometry. The level of theory is ωB97M-V/def2-TZVPD.

Each line ends with the Löwdin charge.
Cartesian coordinates (Å):
1 C -0.677 0.380 -0.361  -0.071
2 N 0.368 0.631 0.223  -0.037
3 C 1.509 -0.291 0.370  -0.830
4 F 1.445 -1.579 -0.129  -0.082
5 Cl 3.016 0.404 -0.100  0.681
6 H -1.461 1.143 -0.144  0.087
7 H -0.856 -0.506 -1.062  0.110
8 H 1.457 -0.619 1.488  0.143

## Properties
SMILES: C=N[C@@H](F)Cl
F_max in hartree/bohr: 0.0848
Relative energy (zero: lowest compared OMol25 entry of this formula, charge and spin) in kJ/mol: 46.9
Total energy in a.u.: -692.76980
Lowest unoccupied orbital energy in eV: 0.83


This record from the Open Molecules 2025 dataset describes a 2-piece molecular cluster, C2H3ClFN overall at a distorted geometry. The level of theory is ωB97M-V/def2-TZVPD.

Each line ends with the Löwdin charge.
Cartesian coordinates (Å):
1 C -1.138 -0.541 0.662  0.010
2 C 0.691 0.296 -0.426  -0.916
3 N -0.341 -0.580 -0.316  -0.037
4 F 0.582 1.498 0.182  -0.046
5 Cl 2.239 -0.435 -0.104  0.635
6 H -1.919 -1.286 0.712  0.078
7 H -1.082 0.190 1.472  0.091
8 H 0.968 0.859 -2.183  0.184

## Properties
F_max in hartree/bohr: 0.0945
Relative energy (zero: lowest compared OMol25 entry of this formula, charge and spin) in kJ/mol: 283.2
Total energy in a.u.: -692.67981
Lowest unoccupied orbital energy (spin up / spin down) in eV: -0.44 / -0.44


This record from the Open Molecules 2025 dataset describes one molecule with the formula C2H3ClFNO at a distorted geometry. The level of theory is ωB97M-V/def2-TZVPD.

Each line ends with the Löwdin charge.
Cartesian coordinates (Å):
1 C 1.115 0.198 0.048  -0.108
2 N -0.337 0.345 -0.027  -0.497
3 Cl -1.008 1.774 0.648  0.723
4 C -1.116 -0.792 -0.217  -0.551
5 O -0.741 -1.915 -0.296  0.155
6 F -2.447 -0.396 -0.200  0.027
7 H 1.520 -0.693 0.486  0.078
8 H 1.631 0.284 -0.955  0.102
9 H 1.383 1.194 0.513  0.071

## Properties
SMILES: CN(Cl)C(=O)F
F_max in hartree/bohr: 0.0664
Relative energy (zero: lowest compared OMol25 entry of this formula, charge and spin) in kJ/mol: 121.9
Total energy in a.u.: -768.02618
Lowest unoccupied orbital energy in eV: 0.27


This record from the Open Molecules 2025 dataset describes one molecule with the formula C2H3ClFNS at a distorted geometry. The level of theory is ωB97M-V/def2-TZVPD.

Each line ends with the Löwdin charge.
Cartesian coordinates (Å):
1 F 1.313 0.861 0.238  -0.071
2 C 0.309 0.195 0.899  -0.678
3 Cl -1.037 1.362 1.281  0.595
4 C -0.154 -0.959 0.035  -0.295
5 N -0.438 -0.999 -1.196  -0.365
6 S -0.419 0.315 -2.290  0.742
7 H 0.648 -0.172 1.892  0.108
8 H -0.301 -1.875 0.590  0.105
9 H 0.079 1.272 -1.449  -0.141

## Properties
SMILES: F[C@@H](Cl)/C=N\S
F_max in hartree/bohr: 0.0265
Relative energy (zero: lowest compared OMol25 entry of this formula, charge and spin) in kJ/mol: 113.1
Total energy in a.u.: -1090.96344
Lowest unoccupied orbital energy in eV: 0.26


This record from the Open Molecules 2025 dataset describes one molecule with the formula C2H3ClN2 at a distorted geometry. The level of theory is ωB97M-V/def2-TZVPD.

Each line ends with the Löwdin charge.
Cartesian coordinates (Å):
1 C 1.007 -0.946 0.107  -0.320
2 C 0.090 0.135 0.381  -0.768
3 N 1.747 -1.784 -0.127  0.145
4 N -1.108 0.021 -0.321  -0.001
5 Cl 1.098 1.676 -0.057  0.674
6 H -0.081 0.236 1.456  0.109
7 H -1.766 0.761 -0.122  0.077
8 H -0.988 -0.099 -1.319  0.083

## Properties
F_max in hartree/bohr: 0.1276
Relative energy (zero: lowest compared OMol25 entry of this formula, charge and spin) in kJ/mol: 168.4
Total energy in a.u.: -647.48144
Lowest unoccupied orbital energy (spin up / spin down) in eV: 0.62 / -4.94
Multiplicity: 3


This record from the Open Molecules 2025 dataset describes a 2-piece molecular cluster, C2H3ClN2O overall at a distorted geometry. The level of theory is ωB97M-V/def2-TZVPD.

Each line ends with the Löwdin charge.
Cartesian coordinates (Å):
1 C -1.754 -0.432 -0.831  -0.036
2 N -1.132 0.602 -0.429  -0.045
3 N -1.308 0.884 0.893  0.051
4 C -2.235 0.462 1.574  -0.319
5 O -2.864 0.378 2.554  0.184
6 H -1.562 -0.683 -1.871  0.070
7 H -2.289 -1.084 -0.087  0.096
8 Cl 2.025 1.021 1.922  0.231
9 H 1.457 2.192 1.877  -0.231

## Properties
SMILES: C=NN=C=O.Cl
F_max in hartree/bohr: 0.0663
Relative energy (zero: lowest compared OMol25 entry of this formula, charge and spin) in kJ/mol: 206.1
Total energy in a.u.: -722.87514
Lowest unoccupied orbital energy in eV: 0.05


This record from the Open Molecules 2025 dataset describes a 2-piece molecular cluster, C2H3ClN2O overall at a distorted geometry. The level of theory is ωB97M-V/def2-TZVPD.

Each line ends with the Löwdin charge.
Cartesian coordinates (Å):
1 C 1.310 0.822 0.511  -0.052
2 N 0.421 0.100 0.086  -0.043
3 N 0.589 -1.254 0.029  0.094
4 C 0.039 -2.250 -0.285  -0.316
5 O -0.304 -3.355 -0.412  0.154
6 H 1.167 1.945 0.482  0.096
7 H 2.199 0.533 0.992  0.059
8 Cl -2.578 1.814 -0.073  0.244
9 H -2.843 1.645 -1.330  -0.236

## Properties
SMILES: C=NN=C=O.Cl
F_max in hartree/bohr: 0.0799
Relative energy (zero: lowest compared OMol25 entry of this formula, charge and spin) in kJ/mol: 184.7
Total energy in a.u.: -722.88328
Lowest unoccupied orbital energy in eV: 0.62


This record from the Open Molecules 2025 dataset describes a 2-piece molecular cluster, C2H3ClN2O overall at a distorted geometry. The level of theory is ωB97M-V/def2-TZVPD.

Each line ends with the Löwdin charge.
Cartesian coordinates (Å):
1 C -1.652 1.235 -0.497  -0.100
2 C 0.166 -0.967 0.304  -0.805
3 N -2.623 0.799 -0.060  0.070
4 N 1.147 -0.539 -0.381  -0.080
5 O 1.837 0.460 0.370  0.006
6 Cl -0.597 -2.309 -0.366  0.691
7 H -0.802 1.761 -0.864  0.054
8 H -0.222 -0.829 1.340  0.085
9 H 2.746 0.389 0.153  0.079

## Properties
F_max in hartree/bohr: 0.2258
Relative energy (zero: lowest compared OMol25 entry of this formula, charge and spin) in kJ/mol: 284.5
Total energy in a.u.: -722.69613
Lowest unoccupied orbital energy (spin up / spin down) in eV: 0.56 / -3.00
Multiplicity: 3


This record from the Open Molecules 2025 dataset describes an isolated ion of composition C2H3ClN3 and charge +1 at a distorted geometry. The level of theory is ωB97M-V/def2-TZVPD.

Each line ends with the Löwdin charge.
Cartesian coordinates (Å):
1 Cl 2.453 -1.550 -0.204  0.770
2 N 0.927 -0.750 -0.095  -0.587
3 C 0.842 0.756 0.028  0.087
4 N -0.678 0.920 0.121  0.073
5 C -1.322 -0.461 -0.002  0.061
6 N -0.223 -1.528 -0.125  0.083
7 H 1.665 1.591 0.048  0.180
8 H -1.221 1.811 0.239  0.170
9 H -2.444 -0.790 -0.011  0.162

## Properties
SMILES: Cln1c[nH+]cn1
F_max in hartree/bohr: 0.1471
Total energy in a.u.: -702.02396
Lowest unoccupied orbital energy in eV: -5.44
Charge: +1


> Which value of F_max does entry 8 give?

0.1276 hartree/bohr


Repeat the ninth record exactly.
This record from the Open Molecules 2025 dataset describes a 2-piece molecular cluster, C2H3ClN2O overall at a distorted geometry. The level of theory is ωB97M-V/def2-TZVPD.

Each line ends with the Löwdin charge.
Cartesian coordinates (Å):
1 C -1.754 -0.432 -0.831  -0.036
2 N -1.132 0.602 -0.429  -0.045
3 N -1.308 0.884 0.893  0.051
4 C -2.235 0.462 1.574  -0.319
5 O -2.864 0.378 2.554  0.184
6 H -1.562 -0.683 -1.871  0.070
7 H -2.289 -1.084 -0.087  0.096
8 Cl 2.025 1.021 1.922  0.231
9 H 1.457 2.192 1.877  -0.231

## Properties
SMILES: C=NN=C=O.Cl
F_max in hartree/bohr: 0.0663
Relative energy (zero: lowest compared OMol25 entry of this formula, charge and spin) in kJ/mol: 206.1
Total energy in a.u.: -722.87514
Lowest unoccupied orbital energy in eV: 0.05